1.
C26H74N10O8 | ωB97M-V/def2-TZVPD

E_HOMO in eV: -7.528
Spin multiplicity: 1
Largest force on an atom in hartree/bohr: 0.21789
ΔE to the lowest compared entry with this formula, charge and spin in kcal/mol: 448.19
Gap between HOMO and LUMO in eV: 7.85

Atoms and positions in Å:
C1 -10.97352 -1.50036 -13.00306
C2 -10.07271 -2.78910 -13.06781
C3 -9.96395 -3.45721 -14.42746
O1 -8.84908 -4.41081 -14.11793
C4 -8.09978 -4.78718 -15.21067
N1 -8.79217 -2.15416 -12.77988
H1 -10.73307 -0.73763 -13.74368
H2 -11.07911 -1.04251 -12.01953
H3 -12.00986 -1.79783 -13.16303
H4 -10.40765 -3.50314 -12.31544
H5 -9.92526 -2.77607 -15.27755
H6 -10.83846 -4.07952 -14.61739
H7 -7.35245 -4.00379 -15.33676
H8 -8.79847 -4.85841 -16.04425
H9 -7.49150 -5.68054 -15.06927
H10 -8.73905 -2.09214 -11.77318
H11 -8.11118 -2.84861 -13.05209
C5 -9.47655 -5.25324 -18.89004
C6 -9.41758 -6.31720 -17.79528
C7 -10.77390 -6.42667 -17.08567
O2 -11.12844 -5.17475 -16.56829
C8 -12.48039 -4.84665 -16.29118
N2 -9.05613 -7.51269 -18.37764
H12 -10.03787 -5.45340 -19.80270
H13 -8.43555 -5.11007 -19.17971
H14 -9.85859 -4.33745 -18.43896
H15 -8.63488 -6.13366 -17.05921
H16 -10.88902 -7.14530 -16.27424
H17 -11.60402 -6.50282 -17.78795
H18 -13.17164 -5.59665 -16.67561
H19 -12.62083 -3.83619 -16.67506
H20 -12.53440 -4.83970 -15.20254
H21 -9.14197 -8.24514 -17.68753
H22 -9.77153 -7.71940 -19.05998
C9 -11.68596 0.16838 -9.21418
C10 -12.50056 -0.52389 -10.36033
C11 -12.17434 -2.07685 -10.50489
O3 -12.46100 -2.82105 -9.35342
C12 -13.72854 -3.45635 -9.25245
N3 -13.88368 -0.23662 -9.95726
H23 -10.62985 -0.03284 -9.39370
H24 -11.97458 -0.24850 -8.24930
H25 -11.81430 1.24038 -9.06435
H26 -12.28654 -0.04468 -11.31566
H27 -11.14657 -2.22896 -10.83451
H28 -12.72986 -2.50456 -11.33949
H29 -13.77008 -4.28306 -9.96162
H30 -14.55454 -2.76039 -9.39896
H31 -13.81391 -3.83399 -8.23353
H32 -14.39836 -0.72780 -10.67416
H33 -14.00758 -0.82684 -9.14709
C13 -13.70016 -5.23183 -13.58008
C14 -13.91057 -3.75428 -13.75258
C15 -14.71544 -3.60714 -15.05111
O4 -13.91405 -4.00803 -16.10844
C16 -14.53363 -4.00745 -17.28897
N4 -14.76520 -3.28600 -12.68830
H34 -13.25014 -5.72363 -14.44247
H35 -14.63970 -5.74156 -13.36667
H36 -12.99585 -5.31028 -12.75189
H37 -12.93239 -3.27874 -13.68100
H38 -15.04549 -2.57218 -15.14073
H39 -15.50619 -4.33601 -14.87348
H40 -14.05175 -4.77968 -17.88860
H41 -14.40060 -3.09391 -17.86848
H42 -15.59080 -4.26395 -17.22047
H43 -14.55522 -2.29965 -12.63242
H44 -14.40464 -3.60572 -11.80068
C17 -5.30365 -1.35814 -16.49778
C18 -5.83372 -1.86685 -15.09859
C19 -7.26792 -1.34919 -14.77762
O5 -7.41642 -0.00732 -14.67604
C20 -8.54314 0.42355 -13.91963
N5 -5.73729 -3.31255 -15.19223
H45 -4.35889 -1.83776 -16.75371
H46 -4.96327 -0.32860 -16.60868
H47 -6.16453 -1.49714 -17.15172
H48 -5.15349 -1.55697 -14.30526
H49 -7.60918 -1.92240 -13.91562
H50 -7.91409 -1.60347 -15.61780
H51 -8.53201 1.51314 -13.89210
H52 -8.65586 0.13725 -12.87396
H53 -9.44884 0.18269 -14.47624
H54 -5.94531 -3.66825 -14.27011
H55 -4.79659 -3.57920 -15.44537
C21 -6.84487 -6.71786 -15.29393
C22 -6.94884 -8.14960 -15.82778
C23 -6.01502 -8.37900 -16.96759
O6 -4.60076 -8.20430 -16.64600
C24 -3.76757 -8.73253 -17.69008
N6 -6.62946 -9.05639 -14.73422
H56 -7.31082 -6.07278 -16.03881
H57 -5.81690 -6.36189 -15.22554
H58 -7.45688 -6.68705 -14.39249
H59 -8.01279 -8.29810 -16.01236
H60 -6.26161 -7.65918 -17.74807
H61 -6.21796 -9.38080 -17.34618
H62 -4.02444 -8.49365 -18.72210
H63 -3.79148 -9.81912 -17.77273
H64 -2.70723 -8.51422 -17.56310
H65 -7.46697 -9.01500 -14.17123
H66 -6.55324 -9.99048 -15.11070
C25 -8.73956 -1.97331 -8.65160
O7 -9.17688 -1.10864 -8.02042
N7 -8.61431 -1.99907 -10.00092
N8 -7.92500 -2.92604 -8.14523
H67 -8.26920 -2.82452 -10.46954
H68 -8.77228 -1.07478 -10.37618
H69 -7.88849 -3.09255 -7.14973
H70 -7.66966 -3.55218 -8.89546
C26 -13.86073 -0.39571 -15.02594
O8 -14.27504 -1.32512 -15.61463
N9 -14.60694 0.62421 -14.53848
N10 -12.56761 -0.06785 -14.79439
H71 -15.60493 0.57363 -14.68531
H72 -14.10130 1.25942 -13.93770
H73 -12.19241 0.82227 -14.49940
H74 -11.93841 -0.82918 -15.00553

Cartesian forces, eV/Å:
C -1.114 -1.567 -0.455
C -0.808 3.303 -0.337
C -0.080 -1.896 2.139
O -2.623 1.650 1.007
C -1.336 4.579 0.073
N -0.521 -1.793 1.944
H 0.414 -0.717 0.603
H 1.224 0.003 -0.669
H -0.057 0.135 -0.290
H 0.054 -0.306 0.006
H 1.069 -0.027 -0.049
H 0.106 0.125 0.054
H -0.859 -0.395 -1.265
H 0.491 -0.142 -0.074
H -4.188 6.280 2.445
H -0.073 0.244 -1.008
H 0.054 -0.718 0.703
C 0.983 0.792 1.014
C -1.503 1.302 0.644
C -1.267 1.873 0.119
O 2.795 -0.117 0.063
C 5.780 -1.575 0.113
N 0.418 -2.996 -1.499
H -0.263 -0.570 0.276
H -0.003 0.305 -0.260
H 0.064 0.126 -0.212
H -0.519 0.465 -0.501
H 0.529 -0.800 -0.123
H 0.173 -1.525 -0.883
H 1.076 -0.811 -0.329
H 4.105 -0.690 -1.373
H 1.349 0.306 -1.145
H 0.176 -0.413 0.015
H 0.012 -0.424 -0.481
C 0.593 -0.902 -0.879
C 0.597 0.573 1.996
C -0.748 0.822 -0.034
O 0.279 0.082 0.932
C 0.563 0.332 -0.004
N 0.134 -0.934 -1.204
H -0.022 0.146 0.456
H 0.204 -0.425 -0.075
H -0.332 0.036 -0.753
H -0.264 0.162 0.108
H 0.005 -0.132 1.094
H -0.381 0.202 -0.148
H -0.252 -0.168 -0.031
H -0.132 -0.081 -0.250
H 0.124 -0.108 -0.105
H -1.035 0.119 -0.168
H -0.270 0.169 0.531
C 0.383 -0.842 1.046
C -0.524 -1.132 -0.879
C -0.778 -0.279 2.506
O -9.831 4.125 3.448
C -1.870 -0.057 -3.190
N -0.079 0.768 0.481
H -0.575 -0.218 0.855
H -0.050 0.092 0.293
H -0.021 -0.688 0.306
H 0.018 0.187 -0.746
H -0.772 -1.581 0.004
H -0.578 0.011 -0.288
H -0.281 -0.036 -0.355
H -0.202 0.390 0.177
H -0.147 0.121 0.049
H -0.557 0.611 0.053
H -0.107 -0.469 0.142
C -0.247 0.409 1.151
C 1.244 2.105 -1.395
C 0.978 -3.154 -1.448
O 0.537 2.627 1.816
C 0.044 1.305 -0.742
N 0.189 0.414 0.348
H -0.413 -0.857 -0.358
H -0.674 0.435 0.680
H 0.544 -0.342 -0.602
H 0.003 0.674 0.186
H 0.907 1.381 -1.423
H -0.167 -0.935 -0.371
H 0.409 0.165 -0.309
H 0.437 -0.522 -0.349
H -0.045 -0.262 0.038
H 0.271 -0.507 0.154
H 0.160 0.043 0.130
C 3.099 -6.423 -2.731
C 1.318 0.479 1.673
C 0.540 0.243 -1.053
O -0.523 -0.543 -0.774
C -0.113 -0.708 -0.131
N 0.004 -0.071 0.331
H 1.707 -2.591 -1.909
H -0.034 -0.209 0.619
H 0.842 -1.102 0.505
H 0.058 0.038 -1.206
H -0.073 -0.082 -0.320
H 0.340 -0.273 -0.262
H -0.439 0.986 0.045
H -0.305 -0.448 0.697
H -0.257 0.554 0.504
H 0.116 -0.531 0.616
H -0.038 -0.338 0.171
C 3.824 -2.537 -0.895
O -2.848 3.944 2.630
N -1.234 0.743 -0.435
N 0.044 -1.348 0.120
H 0.013 0.691 -0.018
H 0.155 -0.481 -0.661
H -0.047 -0.406 -0.440
H 0.631 -0.768 1.396
C 1.066 4.845 1.389
O 0.041 -0.835 -2.375
N -1.176 0.068 0.206
N 1.485 -1.654 -0.993
H 0.232 0.463 0.432
H -1.098 0.132 -0.006
H -0.339 -0.356 -0.147
H 0.083 0.630 -0.109

2.
C7H10S | ωB97M-V/def2-TZVPD

E_HOMO in eV: -7.609
Spin multiplicity: 1
SMILES: CC1=CC=CCCS1
Largest force on an atom in hartree/bohr: 0.06368
ΔE to the lowest compared entry with this formula, charge and spin in kcal/mol: 56.33
Gap between HOMO and LUMO in eV: 8.60

Atoms and positions in Å:
C1 0.97233 -1.29745 -0.36013
C2 1.50307 -0.08368 -0.41757
C3 -1.56193 -0.87453 -0.39886
C4 -1.30584 0.22901 -1.42706
C5 -0.32267 -1.16294 0.37829
C6 0.57760 0.81527 0.35158
C7 1.02593 1.42528 1.63751
S1 -0.62304 1.69580 -0.58264
H1 1.36196 -2.22708 -0.75038
H2 2.39710 0.25918 -0.92056
H3 -2.34880 -0.56420 0.29194
H4 -1.91075 -1.75889 -0.94697
H5 -0.57175 -0.09873 -2.16066
H6 -2.21383 0.55542 -1.93056
H7 -0.41773 -1.63320 1.34548
H8 2.00775 1.88592 1.51004
H9 1.11889 0.66090 2.40791
H10 0.31170 2.17391 1.97264

Cartesian forces, eV/Å:
C 0.006 -0.094 0.152
C -0.015 0.011 0.088
C 0.070 0.006 -0.017
C 0.127 0.303 0.112
C 1.237 2.894 -0.036
C -1.600 -2.857 -0.027
C 0.075 0.026 0.044
S -0.041 -0.126 -0.080
H 0.168 -0.096 -0.227
H 0.199 -0.031 -0.149
H -0.063 -0.051 -0.039
H -0.079 0.010 0.006
H -0.121 -0.050 -0.098
H 0.002 -0.054 -0.079
H -0.096 -0.094 0.168
H 0.025 0.143 0.061
H 0.080 -0.001 0.021
H 0.025 0.061 0.098

3.
C34H34BrN4OReTe | ωB97M-V/def2-TZVPD

E_HOMO (alpha / beta) in eV: -15.990 / -16.088
Spin multiplicity: 2
<S²>: 0.7695
Largest force on an atom in hartree/bohr: 0.00456
ΔE to the lowest compared entry with this formula, charge and spin in kcal/mol: 0.00
Gap between HOMO and LUMO (alpha / beta) in eV: 5.86 / 6.01
Charge: +3

Atoms and positions in Å:
Re1 0.25413 0.70283 -0.65616
Br1 4.71079 5.66569 2.71458
C1 3.82777 4.24799 1.86771
C2 4.33995 2.95301 1.95559
C3 3.70128 1.89502 1.33097
C4 2.53238 2.12751 0.63152
O1 1.92752 1.05457 0.04078
C5 1.99913 3.41907 0.52658
C6 0.82145 3.71561 -0.22964
N1 0.02981 2.83661 -0.75799
C7 -1.09135 3.26009 -1.53089
C8 -1.69575 4.49272 -1.53522
C9 -2.74005 4.75975 -2.44312
C10 -3.15384 3.81737 -3.34486
C11 -2.55608 2.53542 -3.34963
C12 -2.87220 1.51246 -4.26933
C13 -2.19748 0.31433 -4.22257
C14 -1.24146 0.10789 -3.23351
N2 -0.95179 1.03238 -2.31038
C15 -1.55600 2.26610 -2.40282
C16 2.67731 4.48156 1.14379
H1 5.25339 2.77889 2.50878
H2 4.10460 0.89358 1.38617
H3 0.59695 4.76962 -0.37110
H4 -1.39137 5.27734 -0.85488
H5 -3.20298 5.73675 -2.43029
H6 -3.93347 4.04202 -4.06099
H7 -3.63064 1.68738 -5.02302
H8 -2.39566 -0.47133 -4.93710
H9 -0.69901 -0.82505 -3.16885
H10 2.29386 5.49000 1.04945
C17 0.17150 -5.36490 -2.84230
C18 0.08908 -4.86800 -1.40841
N3 0.76316 -3.56071 -1.22114
C19 2.24116 -3.59741 -1.29470
C20 2.80265 -3.08265 -2.61385
C21 0.10681 -2.44229 -1.03222
C22 -1.39130 -2.43203 -0.98874
N4 0.74476 -1.26362 -0.87815
H11 -0.42691 -6.26948 -2.93964
H12 1.19145 -5.61765 -3.12864
H13 -0.21745 -4.62566 -3.54439
H14 0.58019 -5.56388 -0.72790
H15 -0.94297 -4.78474 -1.08604
H16 2.52449 -4.63695 -1.14660
H17 2.64602 -3.05295 -0.43746
H18 2.40938 -3.65004 -3.45497
H19 3.88565 -3.19753 -2.60971
H20 2.58303 -2.02783 -2.78657
H21 -1.76757 -3.08050 -0.19960
H22 -1.81230 -2.78257 -1.93259
H23 -1.76051 -1.42807 -0.78366
H24 1.75637 -1.35927 -0.91305
Te1 -1.12391 1.21349 1.59960
C23 -2.29893 -0.47829 1.99060
C24 -3.66394 -0.24708 2.13155
C25 -4.49000 -1.29710 2.51095
C26 -3.95099 -2.55181 2.75193
C27 -2.58309 -2.77008 2.61566
C28 -1.74821 -1.73378 2.23207
C29 0.42925 0.97105 2.99401
C30 0.51691 1.96198 3.96555
C31 1.48806 1.85081 4.95338
C32 2.34963 0.76448 4.96027
C33 2.25705 -0.21531 3.97669
C34 1.29882 -0.11448 2.98161
H25 -4.08943 0.73487 1.96222
H26 -5.55085 -1.12615 2.63270
H27 -4.59554 -3.36336 3.06198
H28 -2.16902 -3.74693 2.83006
H29 -0.68060 -1.89823 2.16116
H30 -0.16140 2.80671 3.97332
H31 1.55886 2.60926 5.72129
H32 3.09663 0.67512 5.73768
H33 2.93214 -1.06097 3.99190
H34 1.24070 -0.87266 2.21058

Cartesian forces, eV/Å:
Re -0.152 -0.127 0.099
Br -0.021 -0.041 -0.021
C 0.015 0.064 0.025
C 0.025 -0.042 0.003
C 0.025 0.033 0.039
C -0.072 -0.012 0.032
O 0.195 0.026 -0.127
C 0.049 0.017 -0.013
C 0.024 0.014 -0.019
N 0.087 -0.007 0.098
C -0.059 0.010 -0.051
C 0.011 -0.023 0.019
C -0.018 0.021 -0.008
C -0.011 0.005 -0.011
C 0.016 -0.017 0.012
C 0.011 -0.005 0.013
C -0.020 0.010 -0.014
C -0.004 0.006 0.025
N 0.096 0.006 -0.057
C -0.028 0.018 0.040
C -0.024 0.032 -0.009
H -0.003 -0.005 -0.001
H -0.003 -0.006 -0.007
H -0.013 0.000 -0.006
H 0.010 -0.007 0.005
H -0.002 -0.003 -0.004
H 0.001 0.001 0.001
H 0.000 -0.002 -0.001
H 0.000 0.003 -0.003
H -0.001 0.007 -0.011
H -0.001 -0.005 -0.003
C 0.009 -0.003 -0.009
C 0.005 -0.011 0.032
N -0.008 0.043 0.001
C 0.011 0.005 0.006
C -0.002 0.008 -0.008
C -0.096 -0.049 0.047
C 0.002 -0.032 -0.046
N 0.063 0.128 -0.013
H 0.011 -0.008 0.009
H -0.002 0.015 -0.004
H -0.012 -0.007 0.001
H -0.016 -0.008 0.001
H -0.015 0.021 -0.009
H -0.003 -0.002 -0.014
H 0.003 -0.009 0.002
H 0.006 0.000 0.004
H 0.001 0.002 0.004
H -0.001 -0.004 -0.006
H 0.010 0.009 0.018
H 0.005 0.009 -0.003
H -0.004 -0.003 -0.007
H -0.005 -0.040 -0.044
Te -0.164 -0.012 -0.042
C 0.032 -0.100 0.068
C 0.013 0.033 -0.100
C -0.011 -0.020 -0.016
C -0.001 -0.003 -0.001
C -0.023 -0.010 0.003
C 0.039 0.065 0.078
C 0.027 0.015 0.000
C -0.003 0.009 -0.018
C 0.012 -0.002 0.002
C -0.002 -0.001 -0.001
C 0.000 0.005 0.006
C -0.017 -0.014 0.002
H 0.003 0.007 0.022
H -0.001 -0.001 -0.001
H -0.001 0.004 0.004
H 0.009 0.008 0.005
H -0.011 -0.019 -0.007
H -0.007 -0.005 0.005
H 0.001 0.002 -0.003
H -0.002 0.002 0.002
H -0.005 -0.002 -0.004
H 0.017 0.003 -0.009